1.
88
Properties=species:S:1:pos:R:3 method="wB97M-V/def2-TZVPD" fmax_ev_per_a=2.31 orbital_gap_ev=1.5 e_homo_ev=-15.962 total_charge=+3 lumo_ev=-14.44
C 9.089 -1.335 -0.371
C 7.962 -0.520 -1.004
C 6.624 -0.902 -0.314
C 5.469 -0.484 -1.274
C 4.226 -1.266 -0.855
C 3.069 -0.983 -1.869
C 2.333 0.330 -1.650
C 1.438 0.387 -0.421
C 0.676 1.704 -0.171
C 1.547 2.938 0.190
C 2.743 2.828 1.150
C 4.022 2.216 0.603
Br 2.310 1.993 2.853
C -0.491 1.536 0.884
O -0.410 0.269 1.506
C -1.058 0.244 2.766
C -0.709 -1.009 3.586
C 0.339 -0.806 4.672
O -0.269 -2.073 2.658
C -1.967 1.775 0.427
C -2.727 0.592 -0.205
C -4.125 0.377 0.413
C -4.366 -1.042 0.935
C -5.875 -1.308 1.097
C -6.540 -1.689 -0.219
C -6.090 -3.004 -0.842
O -5.027 -2.827 -1.798
C -5.378 -2.355 -3.040
C -5.979 -3.329 -3.992
O -5.110 -1.210 -3.282
C -2.070 3.092 -0.351
O -1.964 4.218 0.427
N -3.333 3.113 -1.124
C -3.738 4.008 -1.838
S -4.262 5.146 -2.734
O -1.056 3.301 -1.318
S -0.051 2.139 -1.785
O 0.887 2.832 -2.589
O -0.800 1.036 -2.271
H 8.994 -1.399 0.712
H 9.151 -2.342 -0.777
H 10.030 -0.819 -0.601
H 8.101 0.555 -0.871
H 7.939 -0.699 -2.079
H 6.610 -1.972 -0.110
H 6.512 -0.375 0.633
H 5.722 -0.739 -2.301
H 5.322 0.592 -1.208
H 4.428 -2.338 -0.895
H 3.947 -1.042 0.176
H 2.379 -1.832 -1.845
H 3.499 -0.965 -2.869
H 1.700 0.421 -2.546
H 3.033 1.164 -1.693
H 0.715 -0.426 -0.472
H 2.019 0.227 0.496
H 0.872 3.696 0.593
H 1.967 3.369 -0.719
H 2.951 3.858 1.435
H 4.881 2.635 1.124
H 4.123 2.466 -0.453
H 4.061 1.137 0.738
H -0.303 2.309 1.636
H -2.144 0.291 2.633
H -0.736 1.119 3.338
H -1.636 -1.369 4.033
H 1.318 -1.121 4.313
H 0.406 0.239 4.967
H 0.103 -1.374 5.571
H -0.706 -2.874 2.977
H -2.490 2.009 1.358
H -2.865 0.773 -1.263
H -2.124 -0.312 -0.137
H -4.881 0.580 -0.347
H -4.318 1.090 1.220
H -3.925 -1.742 0.223
H -3.873 -1.179 1.902
H -6.066 -2.061 1.863
H -6.349 -0.392 1.455
H -7.621 -1.738 -0.078
H -6.353 -0.898 -0.950
H -5.654 -3.680 -0.103
H -6.927 -3.525 -1.307
H -6.458 -2.807 -4.815
H -6.682 -3.986 -3.486
H -5.161 -3.937 -4.384
H -2.674 4.253 1.084
Lu -0.177 -4.773 2.979



2.
81
Properties=species:S:1:pos:R:3 method="wB97M-V/def2-TZVPD" fmax_ev_per_a=3.18 orbital_gap_ev="6.0 / 3.8" e_homo_ev="-11.464 / -11.421" total_charge=+2 e_above_lowest_ev=2.916 lumo_ev="-5.51 / -7.64"
N 0.315 -3.798 -7.127
C 1.155 -4.451 -6.313
C 1.020 -4.463 -4.909
C -0.024 -3.703 -4.287
C -0.929 -3.080 -5.197
C -0.696 -3.121 -6.582
C -0.171 -3.557 -2.831
Sr -0.114 -3.108 0.025
P -1.770 -1.001 3.817
C -1.072 -2.610 -2.273
C -0.770 -1.200 -1.926
C -1.822 -0.349 -1.520
C -1.604 0.994 -1.265
C -0.303 1.556 -1.288
C 0.740 0.704 -1.717
C 0.531 -0.642 -2.032
Br -0.396 0.141 1.313
H 0.315 -4.358 -2.200
H -2.161 -2.817 -2.389
H 1.718 -5.073 -4.324
H -1.843 -2.595 -4.852
H 1.953 -5.013 -6.814
H -1.382 -2.616 -7.262
H -2.825 -0.789 -1.472
H 1.316 -1.266 -2.498
H -2.432 1.642 -0.982
H 1.745 1.126 -1.838
P 0.073 3.196 -0.544
C -1.312 -2.614 3.159
C -2.153 -3.633 3.972
H -0.227 -2.778 3.295
H -1.597 -2.619 2.086
H -1.825 -4.667 3.810
H -2.089 -3.422 5.053
H -3.218 -3.576 3.704
C -3.071 -0.247 2.827
C -3.878 0.797 3.617
H -3.725 -1.031 2.408
H -2.519 0.239 1.992
H -4.619 1.275 2.962
H -4.423 0.327 4.449
H -3.232 1.593 4.019
C -0.497 0.203 4.294
C -0.262 0.301 5.802
H -0.801 1.190 3.912
H 0.439 -0.101 3.792
H 0.526 1.039 5.998
H -1.165 0.617 6.338
H 0.072 -0.659 6.212
C 1.494 2.963 0.541
C 1.940 4.188 1.339
H 2.323 2.552 -0.056
H 1.153 2.151 1.197
H 2.503 4.909 0.724
H 1.105 4.707 1.838
H 2.629 3.839 2.121
C -1.416 3.660 0.353
C -2.456 4.387 -0.500
H -1.077 4.268 1.211
H -1.811 2.721 0.781
H -2.075 5.330 -0.907
H -2.800 3.777 -1.342
H -3.328 4.620 0.116
C 0.445 4.382 -1.846
C 1.779 4.077 -2.524
H 0.453 5.385 -1.384
H -0.414 4.349 -2.532
H 1.713 3.183 -3.153
H 2.053 4.925 -3.157
H 2.583 3.925 -1.788
C 4.792 -1.385 -0.965
N 4.328 -1.429 0.415
C 3.070 -1.755 0.776
N 2.720 -1.646 2.116
O 2.213 -2.248 -0.034
H 3.922 -1.434 -1.631
H 5.465 -2.225 -1.173
H 5.349 -0.460 -1.172
H 4.956 -1.127 1.158
H 1.903 -1.054 2.301
H 3.497 -1.519 2.763



3.
19
Properties=species:S:1:pos:R:3 method="wB97M-V/def2-TZVPD" fmax_ev_per_a=1.33 orbital_gap_ev=10.0 e_homo_ev=-9.053 total_charge=0 e_above_lowest_ev=1.326 lumo_ev=0.93
C 0.606 1.885 0.387
N 0.313 0.793 -0.568
C -1.123 0.522 -0.627
C -1.442 -0.379 0.588
C -0.157 -1.189 0.777
C 0.875 -0.471 -0.107
C 1.310 -1.311 -1.301
O 1.286 -2.516 -1.298
H -0.252 2.539 0.530
H 1.436 2.485 0.028
H 0.776 1.498 1.401
H -1.332 -0.048 -1.539
H -1.744 1.415 -0.652
H -2.370 -0.931 0.480
H -1.590 0.291 1.447
H -0.319 -2.197 0.398
H 0.148 -1.271 1.815
H 1.831 -0.323 0.413
H 1.748 -0.792 -2.173



Copy entry 2 word for word.
81
Properties=species:S:1:pos:R:3 method="wB97M-V/def2-TZVPD" fmax_ev_per_a=3.18 orbital_gap_ev="6.0 / 3.8" e_homo_ev="-11.464 / -11.421" total_charge=+2 e_above_lowest_ev=2.916 lumo_ev="-5.51 / -7.64"
N 0.315 -3.798 -7.127
C 1.155 -4.451 -6.313
C 1.020 -4.463 -4.909
C -0.024 -3.703 -4.287
C -0.929 -3.080 -5.197
C -0.696 -3.121 -6.582
C -0.171 -3.557 -2.831
Sr -0.114 -3.108 0.025
P -1.770 -1.001 3.817
C -1.072 -2.610 -2.273
C -0.770 -1.200 -1.926
C -1.822 -0.349 -1.520
C -1.604 0.994 -1.265
C -0.303 1.556 -1.288
C 0.740 0.704 -1.717
C 0.531 -0.642 -2.032
Br -0.396 0.141 1.313
H 0.315 -4.358 -2.200
H -2.161 -2.817 -2.389
H 1.718 -5.073 -4.324
H -1.843 -2.595 -4.852
H 1.953 -5.013 -6.814
H -1.382 -2.616 -7.262
H -2.825 -0.789 -1.472
H 1.316 -1.266 -2.498
H -2.432 1.642 -0.982
H 1.745 1.126 -1.838
P 0.073 3.196 -0.544
C -1.312 -2.614 3.159
C -2.153 -3.633 3.972
H -0.227 -2.778 3.295
H -1.597 -2.619 2.086
H -1.825 -4.667 3.810
H -2.089 -3.422 5.053
H -3.218 -3.576 3.704
C -3.071 -0.247 2.827
C -3.878 0.797 3.617
H -3.725 -1.031 2.408
H -2.519 0.239 1.992
H -4.619 1.275 2.962
H -4.423 0.327 4.449
H -3.232 1.593 4.019
C -0.497 0.203 4.294
C -0.262 0.301 5.802
H -0.801 1.190 3.912
H 0.439 -0.101 3.792
H 0.526 1.039 5.998
H -1.165 0.617 6.338
H 0.072 -0.659 6.212
C 1.494 2.963 0.541
C 1.940 4.188 1.339
H 2.323 2.552 -0.056
H 1.153 2.151 1.197
H 2.503 4.909 0.724
H 1.105 4.707 1.838
H 2.629 3.839 2.121
C -1.416 3.660 0.353
C -2.456 4.387 -0.500
H -1.077 4.268 1.211
H -1.811 2.721 0.781
H -2.075 5.330 -0.907
H -2.800 3.777 -1.342
H -3.328 4.620 0.116
C 0.445 4.382 -1.846
C 1.779 4.077 -2.524
H 0.453 5.385 -1.384
H -0.414 4.349 -2.532
H 1.713 3.183 -3.153
H 2.053 4.925 -3.157
H 2.583 3.925 -1.788
C 4.792 -1.385 -0.965
N 4.328 -1.429 0.415
C 3.070 -1.755 0.776
N 2.720 -1.646 2.116
O 2.213 -2.248 -0.034
H 3.922 -1.434 -1.631
H 5.465 -2.225 -1.173
H 5.349 -0.460 -1.172
H 4.956 -1.127 1.158
H 1.903 -1.054 2.301
H 3.497 -1.519 2.763